Formula: C4H8ClN
Source: the OMol25 dataset
Level of theory: ωB97M-V/def2-TZVPD

```
14
Properties=species:S:1:pos:R:3:lowdin_charge:R:1
C -0.049 -0.371 1.578 -0.132
C -0.590 -0.028 0.141 -0.603
C 0.534 -0.128 -0.703 -0.901
C 0.890 -0.954 -1.726 -0.037
H 1.164 -0.182 1.842 0.106
H -0.851 0.128 2.312 0.090
H -0.104 -1.731 1.688 0.150
H -1.519 -0.493 -0.282 0.145
H -0.292 2.321 -0.955 0.244
H -2.083 1.531 0.325 0.137
H 0.082 -1.702 -1.861 0.066
H 1.924 -0.730 -2.269 0.100
N -0.869 1.428 0.294 -0.106
Cl 1.763 0.911 -0.383 0.740
```

LUMO = 0.002 Eh
energy above the lowest of the compared OMol25 structures with the same formula, charge and spin = 622.9 kJ/mol
gap between HOMO and LUMO = 9.1 eV

=====

Formula: CH5ClN2
Source: the OMol25 dataset
Level of theory: ωB97M-V/def2-TZVPD

```
9
Properties=species:S:1:pos:R:3:lowdin_charge:R:1
C 0.159 0.869 -0.352 -0.195
N 0.019 0.093 0.830 -0.162
N -0.593 -1.309 0.646 -0.384
Cl 0.399 -2.119 -0.561 0.497
H 0.719 1.705 -0.208 0.051
H 0.600 0.510 -1.210 0.024
H -0.801 1.263 -0.678 0.087
H 0.884 -0.023 1.328 0.085
H -1.386 -0.988 0.204 -0.003
```

LUMO = 0.034 Eh
energy above the lowest of the compared OMol25 structures with the same formula, charge and spin = 231.9 kJ/mol
gap between HOMO and LUMO = 10.6 eV

=====

Formula: C5H4ClNO4S2
Source: the OMol25 dataset
Level of theory: ωB97M-V/def2-TZVPD

```
17
Properties=species:S:1:pos:R:3:lowdin_charge:R:1
C -1.034 0.676 1.963 -0.043
C -0.351 -0.242 1.084 -0.387
C 0.427 -1.279 1.539 -0.329
S 1.382 -2.077 0.387 1.197
C 0.885 -0.947 -0.780 -0.425
N 1.682 -0.997 -1.916 -0.409
O 1.377 -0.408 -2.931 0.066
O 2.700 -1.669 -1.701 -0.015
C -0.071 0.027 -0.235 -0.223
S -0.695 1.379 -1.249 0.339
O -1.828 1.973 -0.657 -0.321
O 0.347 2.185 -1.705 -0.296
Cl -1.412 0.512 -2.928 0.462
H -0.558 1.573 2.230 0.081
H -1.974 0.958 1.451 0.090
H -1.215 0.084 2.925 0.119
H 0.339 -1.749 2.523 0.093
```

LUMO = -0.064 Eh
energy above the lowest of the compared OMol25 structures with the same formula, charge and spin = 0.0 kJ/mol
gap between HOMO and LUMO = 8.3 eV

=====

Formula: C35H60GaN6Sb2Se4
Source: the OMol25 dataset
Level of theory: ωB97M-V/def2-TZVPD

```
108
Properties=species:S:1:pos:R:3:lowdin_charge:R:1
Ga -1.170 0.672 0.314 -0.137
Se -2.031 -0.965 5.300 -0.251
Sb -3.035 -0.103 3.297 0.246
Se -1.806 2.134 2.407 -0.151
Se -1.713 -1.384 1.349 0.168
Se -0.256 2.838 3.890 -0.160
C -4.823 0.094 -3.946 -0.068
N -3.503 0.410 -3.449 -0.154
C -2.445 0.046 -4.355 -0.049
C -3.266 0.466 -2.083 -0.376
N -2.277 -0.148 -1.495 0.058
C -1.917 -1.430 -1.899 -0.273
C -2.956 -2.277 -2.252 -0.040
C -2.742 -3.592 -2.649 -0.075
C -1.473 -4.087 -2.687 -0.049
C -0.383 -3.295 -2.270 -0.152
C 0.907 -3.864 -2.269 -0.044
C 1.977 -3.164 -1.792 -0.083
C 1.785 -1.873 -1.309 -0.041
C 0.552 -1.241 -1.350 -0.226
N 0.497 0.030 -0.784 0.072
C 1.502 0.846 -1.004 -0.374
N 2.149 0.917 -2.229 -0.157
C 3.581 0.757 -2.334 -0.062
C 1.420 0.586 -3.426 -0.051
N 1.921 1.715 -0.081 -0.102
C 1.517 1.656 1.298 -0.152
C 2.650 2.914 -0.410 -0.036
C -0.587 -1.945 -1.838 -0.057
N -4.116 1.255 -1.391 -0.129
C -4.773 2.408 -1.952 -0.055
C -4.262 1.138 0.040 -0.098
H -4.866 -0.951 -4.282 0.089
H -5.072 0.737 -4.796 0.090
H -5.566 0.232 -3.167 0.085
H -2.621 0.554 -5.307 0.091
H -2.390 -1.034 -4.535 0.092
H -1.493 0.380 -3.952 0.074
H -3.971 -1.909 -2.177 0.117
H -3.588 -4.208 -2.920 0.103
H -1.283 -5.106 -2.998 0.105
H 1.026 -4.881 -2.618 0.107
H 2.961 -3.605 -1.742 0.108
H 2.613 -1.354 -0.845 0.107
H 4.045 0.864 -1.358 0.087
H 3.993 1.509 -3.012 0.090
H 3.825 -0.237 -2.729 0.090
H 0.373 0.834 -3.273 0.073
H 1.504 -0.469 -3.715 0.095
H 1.809 1.199 -4.241 0.092
H 1.074 0.689 1.557 0.044
H 0.804 2.454 1.529 -0.029
H 2.386 1.806 1.941 0.087
H 2.676 3.053 -1.488 0.076
H 3.670 2.871 -0.016 0.097
H 2.148 3.767 0.054 0.101
H -4.463 2.565 -2.982 0.082
H -4.500 3.291 -1.365 0.093
H -5.861 2.290 -1.919 0.091
H -3.919 0.148 0.344 0.022
H -5.320 1.248 0.303 0.103
H -3.701 1.929 0.558 0.023
C 0.366 4.622 -2.964 -0.050
C -0.939 4.655 -2.158 -0.623
C -0.930 5.863 -1.214 -0.046
C -2.121 4.762 -3.129 -0.058
C -1.068 3.417 -1.383 -0.096
C -1.183 2.377 -0.774 -0.049
H 0.430 5.485 -3.627 0.080
H 0.419 3.717 -3.567 0.076
H 1.226 4.642 -2.301 0.063
H -0.815 6.792 -1.774 0.080
H -0.111 5.788 -0.501 0.084
H -1.860 5.916 -0.651 0.087
H -2.006 5.636 -3.770 0.080
H -3.058 4.858 -2.585 0.070
H -2.177 3.872 -3.758 0.079
C 0.871 -3.474 6.280 -0.178
C 1.767 -2.320 5.871 -0.577
C 1.492 -1.156 6.804 -0.183
Sb 1.464 -1.722 3.739 1.475
C 1.558 -3.843 3.018 -0.573
C 0.137 -4.376 2.972 -0.184
C 2.202 -4.008 1.656 -0.164
C 3.628 -1.145 3.435 -0.572
C 3.847 0.133 4.229 -0.178
C 3.969 -0.927 1.967 -0.174
H 1.027 -3.699 7.336 0.069
H 1.072 -4.379 5.714 0.049
H -0.169 -3.174 6.153 0.025
H 2.821 -2.619 5.926 0.076
H 0.428 -0.927 6.777 0.008
H 2.047 -0.265 6.530 0.047
H 1.763 -1.428 7.826 0.069
H 2.145 -4.396 3.761 0.073
H -0.425 -3.863 2.195 0.010
H -0.382 -4.212 3.911 0.049
H 0.130 -5.443 2.740 0.071
H 1.727 -3.357 0.925 0.050
H 2.083 -5.039 1.308 0.073
H 3.267 -3.786 1.682 0.052
H 4.274 -1.931 3.837 0.075
H 3.106 0.888 3.968 0.052
H 4.838 0.553 4.040 0.067
H 3.750 -0.062 5.293 0.047
H 3.162 -0.408 1.452 0.030
H 4.135 -1.876 1.462 0.044
H 4.879 -0.329 1.861 0.068
```

LUMO = 0.073 Eh
energy above the lowest of the compared OMol25 structures with the same formula, charge and spin = 0.0 kJ/mol
total charge = -1
gap between HOMO and LUMO = 5.3 eV

=====

Formula: C4H5BrI2
Source: the OMol25 dataset
Level of theory: ωB97M-V/def2-TZVPD

```
12
Properties=species:S:1:pos:R:3:lowdin_charge:R:1
C -0.673 0.329 -0.221 -0.833
C 0.449 0.031 0.388 -0.853
C -1.021 1.398 -1.150 -0.215
C 0.937 -1.421 1.212 -0.715
Br 1.868 -2.319 -0.184 0.603
I -2.358 -0.996 0.225 0.805
I 2.184 1.187 0.301 0.873
H -0.185 2.236 -1.251 0.079
H -1.142 0.897 -2.210 0.124
H -1.932 1.875 -0.836 0.045
H 0.100 -2.012 1.687 0.022
H 1.773 -1.207 2.039 0.065
```

spin multiplicity = 3
LUMO (spin up / spin down) = 0.017 / -0.134 Eh
gap between HOMO and LUMO (spin up / spin down) = 6.0 / 5.5 eV

=====

Formula: C31H24Cl5FeN3O3
Source: the OMol25 dataset
Level of theory: ωB97M-V/def2-TZVPD

```
67
Properties=species:S:1:pos:R:3:lowdin_charge:R:1
Fe -0.618 -0.050 0.158 0.545
C 2.472 -1.621 0.594 -0.059
O 1.545 -0.905 -0.201 -0.155
C 1.901 -0.591 -1.499 -0.230
C 2.750 -1.375 -2.251 -0.038
C 3.067 -0.988 -3.552 -0.103
C 2.534 0.185 -4.062 -0.101
C 1.678 0.969 -3.302 -0.030
C 1.320 0.586 -2.007 -0.225
N 0.440 1.258 -1.175 -0.039
N 0.227 2.515 -1.547 0.067
C -0.397 3.329 -0.644 -0.194
C -0.550 3.145 0.724 -0.232
O -0.028 1.994 1.347 -0.071
C -1.144 4.091 1.569 -0.018
C -1.640 5.258 1.070 -0.033
C -1.523 5.527 -0.320 -0.172
C -2.018 6.733 -0.872 -0.045
C -1.899 7.000 -2.206 -0.092
C -1.274 6.062 -3.051 -0.087
C -0.789 4.888 -2.544 -0.028
C -0.897 4.587 -1.166 -0.093
H 3.494 -1.354 0.321 0.104
H 2.335 -2.700 0.488 0.096
H 2.302 -1.328 1.628 0.086
H 3.169 -2.280 -1.830 0.111
H 3.736 -1.594 -4.148 0.097
H 2.790 0.503 -5.066 0.099
H 1.272 1.891 -3.694 0.098
H -1.198 3.867 2.629 0.125
H -2.106 5.989 1.718 0.109
H -2.496 7.445 -0.209 0.108
H -2.283 7.925 -2.615 0.098
H -1.177 6.272 -4.108 0.098
H -0.308 4.163 -3.184 0.095
Cl -2.875 1.404 0.121 0.822
C -2.147 0.728 1.565 -0.604
C -0.873 1.165 2.027 -0.385
C -0.459 0.795 3.334 -0.621
Cl 1.078 1.349 3.865 0.767
C -1.245 0.005 4.137 -0.716
Cl -0.683 -0.505 5.680 0.695
C -2.525 -0.404 3.684 -0.726
Cl -3.505 -1.384 4.707 0.697
C -2.965 -0.041 2.439 -0.700
Cl -4.517 -0.534 1.890 0.720
O -0.421 -1.927 1.721 -0.094
C -1.225 -3.049 2.094 -0.218
C -2.075 -3.438 0.911 -0.168
C -1.259 -3.880 -0.300 -0.124
C -1.042 -2.885 -1.416 -0.260
C -0.395 -3.327 -2.569 -0.023
C -0.287 -2.491 -3.664 -0.050
C -0.882 -1.240 -3.607 -0.052
C -1.500 -0.876 -2.429 -0.141
N -1.540 -1.646 -1.330 0.088
H 0.216 -1.736 2.415 0.090
H -1.851 -2.795 2.952 0.087
H -0.574 -3.882 2.381 0.129
H -2.752 -2.622 0.650 0.091
H -2.706 -4.269 1.237 0.123
H -1.767 -4.725 -0.775 0.122
H -0.289 -4.275 0.020 0.123
H 0.014 -4.330 -2.595 0.118
H 0.245 -2.813 -4.549 0.114
H -0.843 -0.546 -4.433 0.113
H -1.946 0.105 -2.316 0.090
```

spin multiplicity = 5
LUMO (spin up / spin down) = 0.006 / -0.001 Eh
energy above the lowest of the compared OMol25 structures with the same formula, charge and spin = 270.3 kJ/mol
gap between HOMO and LUMO (spin up / spin down) = 5.9 / 6.2 eV

=====

Formula: C29H47ClFNO2P
Source: the OMol25 dataset
Level of theory: ωB97M-V/def2-TZVPD

```
82
Properties=species:S:1:pos:R:3:lowdin_charge:R:1
C 3.211 -1.799 2.042 -0.061
C 3.709 -0.643 1.205 -0.284
O 2.724 0.373 1.200 -0.174
C 2.870 1.312 0.147 -0.227
C 1.617 2.165 0.091 -0.153
C 0.403 1.555 -0.628 -0.177
C 0.372 0.024 -0.666 -0.189
C -0.997 -0.529 -1.054 -0.098
C -2.161 -0.478 -0.048 -0.417
F -2.623 0.847 -0.031 -0.006
C -1.854 -0.863 1.404 -0.233
C -1.059 0.144 2.250 -0.115
C -1.918 1.284 2.824 -0.176
C -2.019 1.278 4.353 -0.435
C -0.656 1.510 5.001 -0.070
C -3.043 2.319 4.809 -0.070
C -1.169 -2.222 1.420 -0.046
N -1.871 -3.191 0.470 0.084
C -3.267 -2.770 0.092 -0.148
C -3.290 -1.392 -0.578 -0.403
P -5.093 -0.859 -0.610 0.640
O -4.967 0.477 -1.517 -0.352
Cl -5.313 -0.123 1.306 0.312
H 4.022 -2.499 2.245 0.073
H 2.818 -1.437 2.993 0.080
H 2.420 -2.347 1.524 0.058
H 3.925 -0.971 0.180 0.120
H 4.649 -0.257 1.620 0.113
H 3.747 1.947 0.319 0.130
H 3.040 0.774 -0.796 0.122
H 1.351 2.395 1.126 0.114
H 1.871 3.120 -0.373 0.118
H 0.335 1.929 -1.653 0.122
H -0.500 1.910 -0.127 0.099
H 0.704 -0.367 0.297 0.079
H 1.097 -0.351 -1.392 0.124
H -0.889 -1.556 -1.427 0.114
H -1.377 0.033 -1.916 0.141
H -2.821 -0.984 1.901 0.109
H -0.612 -0.418 3.078 0.116
H -0.218 0.543 1.687 0.093
H -2.926 1.234 2.405 0.081
H -1.510 2.249 2.510 0.123
H -2.384 0.284 4.647 0.134
H -0.190 2.413 4.595 0.089
H -0.754 1.643 6.079 0.080
H 0.038 0.684 4.836 0.067
H -3.032 3.196 4.156 0.082
H -4.057 1.915 4.792 0.077
H -2.838 2.666 5.822 0.077
H -0.127 -2.172 1.109 0.125
H -1.213 -2.664 2.413 0.146
H -1.913 -4.113 0.907 0.183
H -1.314 -3.303 -0.377 0.170
H -3.656 -3.537 -0.577 0.138
H -3.851 -2.801 1.012 0.122
H -3.141 -1.518 -1.657 0.113
H -4.727 1.271 -1.011 0.063
C -3.653 1.417 -5.546 -0.104
C -4.656 1.810 -4.670 -0.100
C -5.451 2.906 -4.978 -0.093
C -5.243 3.605 -6.159 -0.090
C -4.240 3.210 -7.033 -0.091
C -3.444 2.115 -6.728 -0.097
H -3.032 0.560 -5.312 0.092
H -4.818 1.262 -3.751 0.066
H -6.236 3.214 -4.300 0.101
H -5.864 4.458 -6.400 0.103
H -4.080 3.755 -7.955 0.103
H -2.664 1.806 -7.411 0.101
C 7.686 -1.230 -1.205 -0.093
C 7.182 -1.141 0.085 -0.110
C 7.272 -2.226 0.946 -0.104
C 7.868 -3.404 0.516 -0.094
C 8.372 -3.495 -0.774 -0.092
C 8.281 -2.409 -1.634 -0.092
H 7.620 -0.382 -1.873 0.101
H 6.727 -0.218 0.423 0.090
H 6.889 -2.151 1.957 0.097
H 7.948 -4.248 1.189 0.101
H 8.843 -4.410 -1.107 0.103
H 8.680 -2.479 -2.638 0.103
```

LUMO = -0.118 Eh
energy above the lowest of the compared OMol25 structures with the same formula, charge and spin = 0.0 kJ/mol
total charge = +1
gap between HOMO and LUMO = 7.8 eV

=====

Formula: InO8P2
Source: the OMol25 dataset
Level of theory: ωB97M-V/def2-TZVPD

```
11
Properties=species:S:1:pos:R:3:lowdin_charge:R:1
In 0.098 -2.368 -0.158 0.715
P 1.960 0.075 1.117 -0.170
O 1.298 1.189 1.924 -0.387
O 1.180 0.118 -0.234 -0.366
O 1.832 -1.323 1.769 -0.582
O 3.383 0.351 0.540 -0.461
P -2.085 0.280 -0.926 -0.130
O -1.355 0.099 0.430 -0.405
O -3.387 1.087 -1.089 -0.449
O -1.800 -0.898 -1.870 -0.545
O -1.125 1.391 -1.503 -0.221
```

LUMO = 0.255 Eh
energy above the lowest of the compared OMol25 structures with the same formula, charge and spin = 300.3 kJ/mol
total charge = -3
gap between HOMO and LUMO = 3.5 eV

=====

| no. | energy (eV) |
| --- | --- |
| 1 | -18283.3159 |
| 2 | -16618.0809 |
| 3 | -49117.8538 |
| 4 | -373048.3709 |
| 5 | -90467.3479 |
| 6 | -140146.2380 |
| 7 | -60944.3468 |
| 8 | -40126.7990 |